Molecular formula: C4H8F3NOSi
Method: DFT, ωB97M-V/def2-TZVPD

Computed properties:
Relative energy (zero: lowest compared OMol25 entry of this formula, charge and spin) = 0.0 kcal/mol
LUMO (spin up / spin down) = 0.567 / 0.567 eV
Total energy = -876.43473 a.u.
Charge = 0
Highest occupied orbital energy (spin up / spin down) = -6.93 / -6.93 eV

Atoms and positions in Å:
C  -0.002  -0.211  -1.054
C  -0.072  -1.765  -1.104
C  -0.515  -0.016  1.258
C  -0.552  1.935  -0.084
N  -0.394  0.595  -0.076
O  -0.106  0.249  -2.359
F  0.182  2.873  -3.087
F  -0.528  1.057  -4.642
F  -2.152  1.655  -2.739
Si  -0.650  1.487  -3.110
H  0.300  -1.971  -0.083
H  -1.125  -2.090  -1.190
H  0.483  -2.176  -1.868
H  -0.729  -1.097  0.946
H  0.413  0.237  1.803
H  -1.374  0.447  1.726
H  -0.104  2.661  -0.805
H  -0.791  2.382  0.843

Cartesian forces (eV/Å) of the 3 atoms listed first:
-0.9 -1.1 -1.6
-1.5 2.8 3.7
-0.1 -1.3 -1.3

***

Molecular formula: C11H17AsInN2O7SSe3Te
Method: DFT, ωB97M-V/def2-TZVPD

Computed properties:
Relative energy (zero: lowest compared OMol25 entry of this formula, charge and spin) = 130.7 kcal/mol
LUMO = 1.739 eV
Total energy = -11361.98082 a.u.
Charge = -1
Highest occupied orbital energy = -4.53 eV

Atoms and positions in Å:
In  1.930  -1.792  -0.861
O  2.983  1.385  -4.714
As  2.817  1.237  -2.860
O  2.046  1.027  -0.492
O  2.320  -0.411  -2.812
C  1.066  2.285  -2.938
C  0.654  2.845  -4.148
C  -0.511  3.600  -4.235
C  -1.284  3.846  -3.110
C  -0.899  3.306  -1.893
C  0.261  2.551  -1.821
S  -0.432  -0.165  -2.956
O  -0.540  -1.662  -2.817
O  -1.839  0.236  -3.294
O  -0.485  0.109  -1.050
H  3.744  0.852  -4.965
H  1.243  2.651  -5.035
H  -0.822  3.977  -5.202
H  -2.200  4.419  -3.182
H  -1.521  3.433  -1.013
Se  0.468  1.399  -0.289
Se  -4.166  0.164  -0.862
Te  -2.789  -1.450  -1.983
Se  -2.368  -2.970  -0.154
C  -1.800  0.148  2.400
N  -0.982  -0.872  3.019
C  -1.686  -1.661  4.018
C  0.231  -1.183  2.535
O  0.814  -0.593  1.616
N  0.891  -2.230  3.273
C  1.432  -3.274  2.414
C  1.905  -1.658  4.150
H  -1.926  0.997  3.081
H  -2.769  -0.266  2.139
H  -1.333  0.491  1.492
H  -2.598  -2.058  3.565
H  -1.953  -1.026  4.867
H  -1.063  -2.483  4.346
H  0.638  -3.641  1.763
H  1.776  -4.093  3.050
H  2.269  -2.925  1.800
H  1.440  -0.912  4.798
H  2.720  -1.181  3.590
H  2.319  -2.454  4.772

Cartesian forces (eV/Å) of the 3 atoms listed first:
0.1 1.0 -1.1
-0.1 0.1 0.1
0.1 -0.1 -0.2

***

Molecular formula: C48H132AgN12O16S
Method: DFT, ωB97M-V/def2-TZVPD

Computed properties:
Relative energy (zero: lowest compared OMol25 entry of this formula, charge and spin) = 1.5 kcal/mol
LUMO (spin up / spin down) = 0.471 / -1.449 eV
Total energy = -4313.73844 a.u.
<S²> = 0.7530
Charge = 0
Highest occupied orbital energy (spin up / spin down) = -7.88 / -7.72 eV
Spin multiplicity = 2

Atoms and positions in Å:
Ag  0.877  -0.556  0.195
S  -1.421  0.883  1.075
O  -2.724  0.428  0.712
O  -0.631  -0.182  1.694
O  -0.638  0.993  -0.120
O  -1.322  2.197  1.733
C  -3.068  -0.321  5.501
C  -1.725  -0.985  5.248
C  -1.362  -2.064  6.323
O  -0.186  -2.747  5.807
C  0.430  -3.624  6.777
N  -1.793  -1.676  3.966
H  -3.003  0.370  6.342
H  -3.894  -1.023  5.619
H  -3.354  0.318  4.666
H  -0.966  -0.205  5.199
H  -2.196  -2.743  6.503
H  -1.013  -1.631  7.260
H  -0.280  -4.300  7.252
H  0.850  -3.013  7.576
H  1.225  -4.265  6.393
H  -1.288  -2.539  4.109
H  -1.306  -1.177  3.235
C  -4.847  4.527  -1.475
C  -4.843  3.066  -1.038
C  -5.559  2.165  -2.023
O  -6.881  2.492  -2.480
C  -7.884  2.141  -1.551
N  -3.436  2.629  -0.801
H  -5.848  4.908  -1.675
H  -4.156  4.707  -2.299
H  -4.528  5.222  -0.699
H  -5.324  2.922  -0.070
H  -5.509  1.181  -1.557
H  -5.014  2.048  -2.960
H  -7.856  1.059  -1.424
H  -8.851  2.308  -2.026
H  -7.755  2.805  -0.697
H  -3.453  1.709  -0.384
H  -2.998  3.309  -0.197
C  -0.977  -3.254  1.628
C  -0.478  -3.627  0.246
C  -1.395  -4.697  -0.425
O  -0.865  -4.918  -1.743
C  -1.681  -5.630  -2.657
N  -0.439  -2.435  -0.589
H  -1.877  -2.643  1.555
H  -0.253  -2.596  2.106
H  -1.123  -4.109  2.289
H  0.571  -3.920  0.279
H  -2.421  -4.344  -0.527
H  -1.497  -5.650  0.096
H  -2.058  -6.508  -2.134
H  -1.278  -6.014  -3.594
H  -2.551  -5.029  -2.923
H  -0.382  -2.882  -1.493
H  -1.400  -2.137  -0.685
C  1.839  3.456  0.294
C  2.873  2.447  0.597
C  3.910  2.758  1.729
O  4.654  1.582  2.107
C  5.698  1.913  3.000
N  2.225  1.252  1.027
H  2.351  4.340  -0.087
H  1.292  3.800  1.172
H  1.121  3.025  -0.403
H  3.476  2.238  -0.287
H  3.430  3.025  2.671
H  4.465  3.679  1.552
H  5.310  2.058  4.009
H  6.264  2.812  2.759
H  6.371  1.062  3.106
H  1.672  1.575  1.808
H  2.964  0.863  1.595
C  -4.942  -1.875  -2.399
C  -3.416  -1.867  -2.262
C  -2.802  -0.656  -2.999
O  -3.067  -0.801  -4.363
C  -2.744  0.336  -5.158
N  -3.088  -1.911  -0.860
H  -5.446  -1.238  -1.672
H  -5.316  -2.899  -2.398
H  -5.245  -1.524  -3.386
H  -3.022  -2.749  -2.767
H  -1.728  -0.509  -2.884
H  -3.310  0.196  -2.545
H  -3.044  0.114  -6.183
H  -1.720  0.671  -4.997
H  -3.441  1.115  -4.850
H  -3.053  -0.989  -0.451
H  -3.975  -2.238  -0.506
C  3.639  -3.634  -3.910
C  2.205  -4.103  -3.577
C  1.759  -5.368  -4.375
O  1.571  -5.037  -5.776
C  0.750  -6.010  -6.430
N  2.133  -4.388  -2.149
H  4.305  -4.401  -3.515
H  3.816  -2.672  -3.428
H  3.845  -3.468  -4.968
H  1.576  -3.250  -3.834
H  0.845  -5.728  -3.903
H  2.606  -6.050  -4.299
H  0.768  -5.917  -7.515
H  -0.280  -5.875  -6.100
H  1.029  -7.054  -6.283
H  2.662  -5.249  -2.142
H  1.225  -4.696  -1.831
C  0.955  -0.599  -3.948
C  2.001  0.151  -3.081
C  2.569  1.415  -3.786
O  3.512  2.040  -2.969
C  3.981  3.304  -3.435
N  1.441  0.533  -1.807
H  1.515  -1.149  -4.704
H  0.379  0.196  -4.423
H  0.413  -1.344  -3.366
H  2.800  -0.553  -2.852
H  1.763  2.114  -4.009
H  3.064  1.055  -4.688
H  4.470  3.157  -4.398
H  4.640  3.734  -2.680
H  3.203  4.063  -3.519
H  1.930  1.325  -1.414
H  0.624  1.061  -2.080
C  6.142  -1.106  -2.929
C  6.358  -0.120  -1.639
C  7.041  1.212  -1.945
O  7.025  2.194  -0.872
C  7.726  3.339  -1.163
N  4.993  0.126  -1.112
H  5.753  -2.093  -2.681
H  7.029  -1.172  -3.560
H  5.437  -0.612  -3.598
H  7.043  -0.500  -0.882
H  6.589  1.732  -2.789
H  8.034  0.910  -2.278
H  7.220  3.895  -1.953
H  8.779  3.177  -1.393
H  7.496  4.085  -0.402
H  5.219  0.862  -0.458
H  4.564  0.706  -1.819
C  2.423  1.951  5.461
C  1.165  2.480  4.820
C  1.184  4.034  4.667
O  1.294  4.676  5.924
C  0.093  4.967  6.586
N  0.985  1.906  3.497
H  2.429  0.885  5.686
H  2.611  2.575  6.335
H  3.258  2.138  4.785
H  0.358  2.176  5.486
H  0.323  4.468  4.157
H  2.002  4.359  4.024
H  0.272  5.499  7.520
H  -0.486  4.083  6.852
H  -0.461  5.683  5.979
H  0.294  2.397  2.948
H  0.615  0.973  3.612
C  -6.369  -0.645  1.273
C  -5.438  -0.957  2.435
C  -6.118  -1.875  3.469
O  -7.265  -1.254  3.948
C  -7.905  -1.860  5.017
N  -4.193  -1.581  1.872
H  -7.219  -0.102  1.686
H  -6.602  -1.606  0.814
H  -5.978  -0.059  0.442
H  -5.184  -0.065  3.007
H  -5.384  -2.043  4.258
H  -6.360  -2.817  2.978
H  -8.854  -1.505  5.420
H  -7.309  -1.824  5.928
H  -8.162  -2.890  4.768
H  -3.823  -0.781  1.379
H  -3.461  -1.626  2.566
C  -1.063  3.667  -4.468
C  -0.530  3.409  -3.001
C  -0.868  4.611  -2.064
O  -0.111  5.783  -2.392
C  0.006  6.758  -1.330
N  -1.089  2.195  -2.485
H  -0.751  2.907  -5.184
H  -0.504  4.544  -4.795
H  -2.111  3.965  -4.462
H  0.549  3.261  -3.040
H  -0.714  4.352  -1.016
H  -1.945  4.749  -2.159
H  0.841  7.431  -1.525
H  0.262  6.326  -0.363
H  -0.924  7.322  -1.259
H  -0.772  2.017  -1.542
H  -2.006  2.495  -2.186
C  4.564  -3.418  -0.142
C  3.270  -2.791  0.464
C  3.481  -1.822  1.599
O  2.169  -1.430  1.966
C  2.077  -1.259  3.376
N  2.715  -1.928  -0.577
H  5.387  -2.732  -0.344
H  4.422  -3.911  -1.103
H  5.035  -4.183  0.476
H  2.525  -3.556  0.681
H  3.964  -0.917  1.232
H  4.008  -2.309  2.420
H  2.241  -2.221  3.862
H  1.101  -0.868  3.662
H  2.826  -0.531  3.686
H  2.604  -2.586  -1.334
H  3.520  -1.328  -0.691

Cartesian forces (eV/Å) of the 3 atoms listed first:
1.5 -1.8 -1.6
1.7 2.5 0.5
-2.6 -0.2 0.6

***

Molecular formula: C24H38FN6O5PtS2
Method: DFT, ωB97M-V/def2-TZVPD

Computed properties:
Relative energy (zero: lowest compared OMol25 entry of this formula, charge and spin) = 7.7 kcal/mol
LUMO (spin up / spin down) = -7.004 / -9.763 eV
Total energy = -2656.60346 a.u.
<S²> = 6.0159
Charge = +3
Highest occupied orbital energy (spin up / spin down) = -15.57 / -15.59 eV
Spin multiplicity = 5

Atoms and positions in Å:
Pt  1.069  1.488  -2.458
C  -4.452  -3.647  -0.198
C  -2.971  -3.965  -0.126
N  -2.130  -2.752  -0.224
C  -1.703  -2.381  -1.430
C  -0.886  -1.300  -1.661
C  -0.466  -1.051  -3.069
O  -0.404  -1.934  -3.883
O  -0.239  0.224  -3.395
C  -0.399  -0.557  -0.563
O  0.522  0.318  -0.648
C  -0.933  -0.892  0.735
C  -0.601  -0.141  1.871
C  -1.096  -0.474  3.092
F  -0.727  0.277  4.143
C  -1.951  -1.589  3.294
C  -2.298  -2.310  2.161
C  -1.791  -1.992  0.891
N  -2.456  -1.966  4.547
C  -2.543  -3.379  4.887
C  -3.889  -3.659  5.553
N  -4.280  -2.457  6.384
C  -3.063  -1.753  6.908
C  -2.308  -1.122  5.738
H  -5.030  -4.563  -0.097
H  -4.706  -3.197  -1.157
H  -4.758  -2.957  0.589
H  -2.665  -4.614  -0.945
H  -2.701  -4.483  0.792
H  -2.000  -3.009  -2.261
H  0.074  0.699  1.784
H  -2.998  -3.124  2.258
H  -1.716  -3.667  5.547
H  -2.457  -4.004  4.004
H  -3.839  -4.517  6.221
H  -4.689  -3.817  4.832
H  -4.889  -2.746  7.152
H  -4.818  -1.806  5.808
H  -2.482  -2.505  7.438
H  -3.378  -0.995  7.622
H  -1.271  -0.991  6.054
H  -2.719  -0.136  5.527
N  -0.468  2.920  -3.424
N  -0.983  3.979  -2.669
C  -0.530  4.212  -1.424
N  -0.997  5.288  -0.801
S  0.538  3.161  -0.627
H  0.059  3.282  -4.218
H  -1.211  2.299  -3.744
H  -1.587  4.640  -3.140
H  -1.603  5.958  -1.250
H  -0.662  5.512  0.122
O  2.412  3.103  -2.924
S  3.965  3.099  -3.180
C  4.373  4.836  -2.953
C  4.512  5.047  -1.451
C  5.330  3.854  -0.966
C  4.700  2.606  -1.591
H  3.585  5.401  -3.447
H  5.312  4.996  -3.486
H  3.523  5.057  -0.988
H  4.998  5.997  -1.233
H  5.354  3.769  0.119
H  6.362  3.951  -1.308
H  3.861  2.216  -1.014
H  5.400  1.797  -1.785
C  4.930  -0.951  -3.787
C  3.429  -0.802  -3.680
C  2.723  -0.856  -5.074
O  3.051  0.343  -3.035
H  5.180  -1.962  -4.105
H  5.407  -0.770  -2.825
H  5.340  -0.256  -4.521
H  2.963  -1.636  -3.118
H  3.074  -0.012  -5.666
H  1.644  -0.852  -4.990
H  3.053  -1.785  -5.534

Cartesian forces (eV/Å) of the 3 atoms listed first:
-0.1 0.6 0.4
0.0 0.0 0.0
0.0 0.0 0.0